w.
53
Properties=species:S:1:pos:R:3:mulliken_charge:R:1 method="wB97M-V/def2-TZVPD" gap_ev="5.2 / 3.1" lumo_energy_ha="-0.0830 / -0.3059" total_charge=+1 mol_weight_g_mol=403.16 spin_multiplicity=9
H -5.57 -9.11 -23.83 0.35
C -4.73 -10.09 -21.91 0.70
H -4.82 -4.10 -21.52 0.56
H -1.70 -7.84 -23.11 0.36
C -4.08 -2.53 -23.40 -0.75
H -5.29 -11.71 -23.13 0.36
H -2.71 -8.08 -21.71 0.15
H -3.37 -9.42 -15.87 0.44
H -4.43 -1.69 -24.01 0.29
H -2.65 -8.15 -14.93 0.38
Br -6.96 -6.71 -19.79 -0.36
H -4.84 -3.25 -23.69 0.32
H -6.30 -9.20 -21.11 0.13
H -5.23 -4.71 -19.48 0.11
H -4.35 -8.54 -14.69 0.37
Fe -7.13 -6.98 -17.21 -0.19
O -3.55 -8.63 -23.56 -0.40
C -3.83 -7.39 -16.54 0.34
C -2.73 -7.78 -22.76 -0.55
C -4.08 -3.36 -21.21 -0.53
H -2.26 -2.78 -19.04 0.33
C -2.64 -7.25 -17.55 -1.19
C -4.50 -11.54 -22.40 -1.56
H -4.49 -12.38 -21.70 0.35
C -4.83 -9.01 -23.03 -0.46
H -3.70 -4.62 -19.05 0.16
H -3.35 -1.58 -18.35 0.39
H -2.25 -8.23 -17.84 0.47
O -2.88 -6.40 -18.66 -0.16
H -4.98 -8.78 -17.37 0.26
H -3.11 -3.85 -21.15 0.25
H -3.58 -11.58 -22.99 0.36
O -4.09 -2.21 -22.03 -0.37
C -1.76 -6.23 -19.48 -0.93
N -5.99 -10.15 -21.20 -0.63
C -4.31 -2.96 -19.79 0.26
H -2.91 -1.37 -20.00 0.38
H -4.82 -7.56 -18.22 0.30
H -5.22 -2.35 -19.75 0.44
C -3.12 -2.15 -19.26 -1.29
H -3.95 -6.36 -16.19 0.14
H -6.69 -10.57 -21.79 0.30
H -3.86 -9.88 -21.30 0.13
H -1.34 -7.21 -19.70 0.51
H -1.96 -5.71 -20.42 0.19
H -1.78 -6.84 -17.01 0.54
H -2.90 -6.71 -22.84 0.19
H -0.96 -5.63 -19.05 0.34
N -4.58 -4.13 -18.98 0.13
C -3.57 -8.44 -15.45 -1.52
H -3.06 -2.76 -23.72 0.32
N -5.04 -7.77 -17.26 0.04
H -5.13 -8.08 -22.55 0.21

x.
53
Properties=species:S:1:pos:R:3:mulliken_charge:R:1 method="wB97M-V/def2-TZVPD" gap_ev="2.9 / 4.7" lumo_energy_ha="-0.0853 / -0.2925" total_charge=+1 mol_weight_g_mol=403.16 spin_multiplicity=9
O 3.71 1.04 1.10 -0.39
H 1.99 0.34 2.16 0.28
Br -1.05 3.10 -0.21 -0.22
H -2.23 -1.95 -5.92 0.33
H -0.48 0.31 3.50 0.24
H 0.64 3.05 1.63 -0.04
H -2.82 -1.12 0.41 0.20
H -1.55 -0.87 -1.54 0.23
C -2.19 -0.30 -3.90 -0.94
H -0.60 0.40 -1.22 -0.06
H 0.00 -1.85 2.42 0.47
H -3.23 -0.22 -3.56 0.29
C -2.33 -2.41 -4.94 -0.82
C 3.76 0.07 0.08 -0.56
C -1.28 0.50 -3.00 0.49
H -1.59 1.55 -3.10 0.19
C 0.21 -3.50 0.47 -0.85
H -3.41 -2.54 -4.80 0.33
H 2.07 1.69 4.58 0.37
C 2.40 2.44 2.53 0.00
H 3.11 3.09 4.51 0.46
H -1.58 -2.44 2.12 0.40
N -1.53 0.15 -1.56 0.38
H -1.87 -3.40 -4.96 0.24
O -1.72 -1.63 -3.94 -0.28
H -0.59 0.22 1.03 -0.71
C -0.82 -1.78 1.69 -1.44
H 3.13 3.18 2.15 0.26
H 0.38 0.76 -4.36 0.44
Fe -2.83 1.39 -0.30 -0.58
O -0.47 -2.25 0.41 -0.20
H 3.76 -0.97 0.44 0.29
H 4.76 0.17 -0.34 0.30
H 0.45 -3.70 -0.57 0.26
N -2.66 -0.31 1.01 -0.46
H 3.80 1.65 4.02 0.38
H 1.77 1.46 0.80 0.05
H 1.24 3.93 2.94 0.50
H 2.97 0.18 -0.67 0.16
H 1.14 -3.42 1.05 0.32
H 0.78 1.17 -2.78 0.43
H -2.14 -0.12 3.67 0.50
H -3.30 -0.44 1.79 0.37
H -1.71 1.41 2.84 0.41
C 2.84 2.17 3.98 -1.50
H -2.17 0.16 -4.89 0.54
C 0.21 0.41 -3.33 -1.53
H -0.34 -4.34 0.90 0.33
C -1.30 -0.34 1.63 2.57
C -1.44 0.35 2.97 -1.92
H 0.61 -0.58 -3.16 0.34
C 2.43 1.19 1.64 0.08
N 1.06 2.98 2.58 0.09

x wins, 118.1 kJ/mol ahead of the next structure.

w.
13
Properties=species:S:1:pos:R:3:mulliken_charge:R:1 method="wB97M-V/def2-TZVPD" gap_ev=10.2 lumo_energy_ha=0.0269 mol_weight_g_mol=106.06 smiles="C=N[P@@](C)(N)=O"
C -0.61 1.97 -0.31 -0.28
N 0.25 1.11 -0.63 -0.44
P 0.59 -0.26 0.49 0.89
H -1.18 2.27 0.61 0.32
H -1.17 -1.42 -0.55 0.36
H -1.81 -0.27 0.55 0.31
H 2.51 -0.94 -0.18 0.25
H 1.59 -0.98 -1.41 0.26
O 1.16 0.06 1.79 -0.67
H -0.95 2.60 -1.29 0.20
N 1.59 -1.10 -0.47 -0.57
C -1.03 -1.07 0.41 -0.97
H -0.95 -1.98 0.99 0.32

x.
13
Properties=species:S:1:pos:R:3:mulliken_charge:R:1 method="wB97M-V/def2-TZVPD" gap_ev=10.4 lumo_energy_ha=0.0330 mol_weight_g_mol=106.06
H -0.21 1.50 1.83 0.33
H -1.91 -1.21 0.42 0.29
H -2.43 -0.29 -0.98 0.32
H 0.66 -0.69 -1.97 0.36
H 1.49 0.75 -1.46 0.33
C 0.58 0.29 -1.63 -0.93
P -0.41 0.34 -0.10 0.96
N 0.40 -0.24 1.31 -0.54
H -0.05 0.79 -2.37 0.28
O -0.96 1.90 0.26 -0.76
C 0.37 0.62 2.20 -0.34
N -1.56 -0.78 -0.42 -0.65
H 0.85 0.62 3.12 0.34

w wins, 75.9 kJ/mol ahead of the next structure.

w.
20
Properties=species:S:1:pos:R:3:mulliken_charge:R:1 method="wB97M-V/def2-TZVPD" gap_ev=12.2 lumo_energy_ha=-0.1049 total_charge=+1 mol_weight_g_mol=100.14
H 1.02 -0.98 -2.47 0.33
O -1.81 -0.51 2.09 -0.59
H -2.40 0.04 2.51 0.28
H -0.69 -0.59 0.05 0.32
H -2.12 -0.45 -2.09 0.31
N -0.34 -0.19 -0.95 -0.04
H 1.87 2.55 0.00 0.27
H 0.93 1.55 0.91 0.35
H 0.31 0.57 -0.74 0.37
C 0.36 -1.33 -1.61 -0.80
H -1.11 1.18 -2.25 0.33
H 2.35 -0.59 2.67 0.29
H -2.10 0.99 -0.81 0.34
O 1.45 1.76 0.17 -0.67
H -1.56 -1.18 2.78 0.31
H -0.43 -2.12 -1.80 0.37
C -1.58 0.38 -1.51 -0.78
H 1.11 -1.77 -0.91 0.31
H 2.75 0.66 1.98 0.33
O 1.97 0.00 1.99 -0.62

x.
20
Properties=species:S:1:pos:R:3:mulliken_charge:R:1 method="wB97M-V/def2-TZVPD" gap_ev=12.3 lumo_energy_ha=-0.1107 total_charge=+1 mol_weight_g_mol=100.14
H -1.81 -1.88 1.40 0.36
H 0.59 -1.20 -3.29 0.31
H 0.18 -0.84 -0.34 0.14
C -1.53 -0.99 0.87 -0.30
H 2.39 0.19 1.90 0.33
H -2.36 -1.37 -1.10 0.39
H 0.61 -0.84 1.38 0.43
H 2.38 3.60 1.02 0.34
O 1.72 0.50 1.23 -0.69
O 0.29 -1.10 -2.37 -0.67
H -2.09 0.30 -0.80 0.40
H 0.11 -2.21 0.50 0.38
H 2.12 1.30 0.72 0.36
H 0.20 -0.08 -2.35 0.33
H 2.42 3.80 -0.57 0.30
H -3.50 -0.39 0.03 0.31
C -2.36 -0.61 -0.39 -1.18
H -1.61 -0.10 1.52 0.27
O 2.30 3.15 0.10 -0.66
N -0.05 -1.23 0.54 -0.17

x wins, 38.5 kJ/mol ahead of the next structure.

w.
21
Properties=species:S:1:pos:R:3:mulliken_charge:R:1 method="wB97M-V/def2-TZVPD" gap_ev=11.3 lumo_energy_ha=-0.1174 total_charge=+1 mol_weight_g_mol=125.15
N -1.17 -1.23 -0.66 -0.24
H 2.03 -0.14 -0.08 0.44
H -2.10 -0.80 -0.75 0.37
H 1.90 1.26 3.11 0.30
H -0.34 0.62 0.12 0.17
O -1.32 0.49 -2.51 -0.61
H 0.69 0.44 3.56 0.32
H 1.21 -1.33 0.68 0.40
N 0.65 1.54 -2.13 -0.32
H -2.26 0.42 1.50 0.36
H 0.56 2.19 -2.89 0.28
C -0.09 -0.19 -0.56 0.38
C -0.28 0.59 -1.88 0.37
H -1.20 -1.90 0.11 0.35
H 1.58 1.44 -1.77 0.21
C 1.22 -0.84 -0.29 -1.62
H -1.07 -1.69 -1.56 0.38
O 1.19 0.70 2.77 -0.61
O -1.79 -0.23 2.04 -0.62
H 1.55 -1.59 -1.00 0.38
H -0.96 0.25 2.20 0.32

x.
21
Properties=species:S:1:pos:R:3:mulliken_charge:R:1 method="wB97M-V/def2-TZVPD" gap_ev=9.9 lumo_energy_ha=-0.1187 total_charge=+1 mol_weight_g_mol=125.15
H -1.90 -2.41 1.24 0.28
O 2.49 1.69 -1.26 -0.64
H 2.62 1.61 -2.25 0.32
C 0.36 -1.01 0.65 0.48
C -1.04 -2.93 1.60 -0.81
N -0.27 1.30 0.05 -0.25
H -0.82 1.46 -0.88 0.41
N 0.23 -2.37 1.06 -0.18
O -0.87 2.16 -2.62 -0.67
H 1.04 -3.00 1.14 0.28
H -1.83 -0.03 0.73 0.32
H -0.19 2.33 0.59 0.44
H 0.68 1.25 -0.20 0.14
O 1.42 -0.69 0.19 -0.54
H -1.15 -4.00 1.24 0.32
H -0.60 0.68 2.08 0.29
H 3.40 1.37 -1.08 0.32
H -0.14 2.72 -2.95 0.31
H -1.13 -2.88 2.76 0.27
C -0.69 0.24 1.03 -0.43
H -1.62 2.52 -3.13 0.33

w wins, 155.6 kJ/mol ahead of the next structure.

w.
84
Properties=species:S:1:pos:R:3:mulliken_charge:R:1 method="wB97M-V/def2-TZVPD" gap_ev=9.8 lumo_energy_ha=0.0162 mol_weight_g_mol=432.64 smiles=CC(C)O.CC(C)O.CC(C)O.CC(C)O.CO.CO.CO.CO.CO.CO
C -3.87 2.96 -1.10 -0.73
H 3.38 1.76 0.45 0.08
H 2.67 -0.95 2.82 0.19
H 3.71 0.92 -2.76 -0.31
H 4.98 3.53 0.95 0.31
C -4.10 -4.95 0.25 -1.33
O 3.65 -1.49 -3.78 -0.55
O 4.41 -1.85 -1.20 -0.65
H 1.50 -0.40 -3.14 0.07
H -0.38 0.20 4.76 0.21
C 3.26 -1.31 -0.55 0.04
H 3.39 -0.45 -5.44 0.24
C 4.51 3.53 -0.03 0.40
H 5.57 1.80 -0.99 0.35
H -3.17 -1.55 -3.45 0.26
C 3.86 0.83 -3.83 -0.73
H -1.81 -0.91 -2.53 -0.25
H 2.52 2.80 -0.58 0.39
H -5.70 -3.92 1.86 0.29
C -2.18 -1.78 3.34 -0.19
C -2.41 1.84 2.53 -0.54
H -4.44 -1.60 -0.52 0.29
H 1.23 -1.28 -4.59 0.38
H 3.20 -0.26 -0.82 -0.19
H -3.45 0.33 2.07 0.39
H 5.08 3.07 -2.10 0.19
H 1.14 2.37 3.15 0.20
C 0.54 0.71 5.06 -1.30
O -3.84 1.56 -1.12 -0.48
H -4.03 -5.36 -0.76 0.37
O -5.10 -3.25 1.53 -0.57
H -1.76 -2.70 2.94 0.32
H -1.44 -0.99 3.28 -0.39
O -3.31 -1.40 2.56 -0.48
H 2.69 3.28 1.16 0.21
C 1.65 0.68 3.97 0.49
H -1.60 1.13 2.73 -0.04
H 3.30 -1.51 0.52 0.08
H -5.70 -3.63 -0.43 0.26
H 0.90 0.14 5.91 0.45
C 1.79 -0.76 3.44 -1.14
H -1.67 -1.02 -4.33 0.26
H 1.95 -1.41 4.30 0.46
H 0.27 1.69 5.44 0.40
H 3.52 4.65 -1.18 0.37
C 3.17 2.82 0.30 -0.92
H -4.69 -5.59 0.90 0.42
O 1.15 1.44 2.89 -0.36
C -3.96 -2.58 -0.43 -1.03
H 4.93 0.75 -4.00 0.39
H -4.48 3.25 -0.25 0.28
C 5.44 2.88 -1.09 -1.12
C -2.33 -0.85 -3.48 0.01
H -4.33 3.38 -2.00 0.28
H -0.69 -0.74 0.66 0.30
C -4.80 -3.60 0.18 0.55
H 2.60 1.13 4.24 0.41
O 4.23 4.77 -0.54 -0.57
C 1.64 -0.34 -4.22 -1.15
H 3.35 -2.26 -4.27 0.28
H -3.63 -2.83 -1.44 0.35
H 2.34 -1.74 -0.94 0.22
H -1.20 0.85 -0.07 0.37
H 3.44 1.71 -4.33 0.44
H 1.18 0.52 -4.70 0.42
H 0.95 0.77 1.07 -0.04
H -0.37 -0.43 -1.03 -0.37
H -3.79 1.24 -0.22 0.32
C 3.13 -0.39 -4.39 0.45
H 6.34 3.50 -1.04 0.34
O -3.34 1.19 1.65 -0.47
O 0.85 0.49 0.16 -0.14
H -3.00 -2.43 0.07 0.10
H -3.90 -2.14 2.40 0.26
O -2.95 0.47 -3.61 -0.53
H -3.22 0.82 -2.76 0.43
H -2.92 3.46 -0.91 0.29
C -0.46 0.05 -0.06 -0.29
H -3.13 -4.80 0.72 0.28
H -2.07 2.77 2.08 0.34
H 0.93 -1.13 2.89 0.16
H -2.79 2.17 3.49 0.32
H 4.14 -1.69 -2.10 0.55
H -2.47 -1.98 4.37 0.33

x.
84
Properties=species:S:1:pos:R:3:mulliken_charge:R:1 method="wB97M-V/def2-TZVPD" gap_ev=9.7 lumo_energy_ha=0.0006 mol_weight_g_mol=432.64 smiles=CC(C)O.CC(C)O.CC(C)O.CC(C)O.CO.CO.CO.CO.CO.CO
H 3.84 -21.22 -13.51 0.43
H 3.58 -25.26 -10.53 0.37
H -2.59 -20.28 -12.60 0.14
H -4.43 -20.21 -15.10 0.35
H -1.06 -26.86 -9.89 0.34
H -0.17 -22.79 -13.76 0.61
H -0.36 -24.28 -16.46 -0.04
H 1.90 -26.46 -18.62 0.38
C 0.14 -19.87 -10.46 -0.99
O 1.55 -26.84 -16.10 -0.56
H -1.18 -25.09 -18.36 0.31
H -1.90 -18.16 -12.24 0.32
O 0.35 -22.62 -16.48 -0.34
H -3.52 -21.54 -16.89 0.15
H 4.05 -24.62 -15.97 0.55
O 0.91 -23.69 -7.44 -0.56
O -1.38 -18.35 -11.45 -0.57
H -3.53 -23.13 -14.35 0.54
O 2.82 -22.04 -11.85 -0.47
H -2.19 -27.76 -10.95 0.42
H 0.78 -26.31 -16.31 0.35
H 0.03 -26.29 -12.17 -0.69
H -5.60 -21.44 -14.63 0.42
H 2.00 -25.73 -11.02 0.09
H 1.48 -24.46 -7.37 0.33
H 3.07 -27.22 -12.52 0.31
C 3.02 -25.64 -11.38 -0.22
H 3.30 -25.33 -18.52 0.45
C 2.60 -26.05 -16.64 0.37
H -0.82 -26.95 -14.26 0.12
H -5.58 -23.22 -16.07 0.38
H -0.55 -20.92 -17.15 0.32
C 0.39 -23.62 -8.75 0.11
H -2.58 -20.66 -10.85 0.36
H 1.19 -23.75 -9.48 -0.06
H -1.31 -22.38 -17.64 0.18
H 1.10 -22.98 -11.90 -0.01
H -5.80 -20.61 -16.18 0.37
H 2.36 -24.00 -16.06 -0.34
H 0.74 -28.30 -12.56 0.34
C 3.15 -22.02 -13.23 -0.48
H 0.67 -24.32 -13.76 0.26
O 0.13 -28.30 -11.82 -0.64
O -0.68 -25.18 -16.34 0.03
C -1.98 -20.62 -11.76 -0.73
H 0.04 -22.62 -9.00 -0.05
H -1.48 -28.38 -13.70 0.52
H 0.84 -20.66 -10.73 0.09
O 3.57 -26.87 -11.77 -0.57
C -4.12 -22.03 -16.13 0.47
C -1.36 -27.34 -13.40 -1.36
C -0.61 -27.16 -12.04 1.97
C -0.33 -21.93 -17.51 -0.81
H -0.41 -20.31 -9.63 0.24
H -0.30 -24.42 -9.01 0.18
H -1.00 -24.28 -13.22 0.27
H -0.29 -19.63 -12.62 0.15
C -5.07 -21.01 -15.48 -1.53
C -3.12 -22.57 -15.19 -0.44
H 1.23 -22.24 -16.50 0.16
H 3.40 -26.80 -16.65 0.41
H 3.15 -24.89 -12.16 0.07
H 2.91 -25.08 -14.74 -0.08
H 1.63 -24.82 -18.12 0.07
H 0.30 -21.99 -18.40 0.38
H 3.58 -22.33 -11.35 0.26
H 3.73 -22.91 -13.47 0.23
C -0.06 -23.73 -13.22 -1.02
H -2.55 -21.77 -14.71 0.13
C 3.00 -24.84 -15.80 -0.30
H -2.45 -23.31 -15.63 -0.27
C -1.50 -26.92 -10.89 -1.65
C 2.35 -25.63 -18.08 -1.30
H -2.36 -26.91 -13.39 0.33
H 0.56 -18.93 -10.08 0.42
H -1.80 -26.51 -17.41 0.29
H -1.64 -21.64 -11.87 0.03
H -2.49 -24.92 -17.26 0.22
C -1.55 -25.45 -17.40 -0.76
H 2.22 -22.01 -13.79 0.01
H -2.00 -25.96 -11.01 0.30
O -4.85 -23.06 -16.67 -0.56
O 0.36 -23.60 -11.83 -0.07
C -0.82 -19.64 -11.67 0.59

w wins, 45.6 kJ/mol ahead of the next structure.